No. 1
DFT (the ωB97M-V functional and the def2-TZVPD basis) results for C10H13NSe as an isolated structure.

Positions of all 25 atoms, in Å:
1 C -0.1664 0.9698 -2.9858
2 C 0.1638 2.1505 -2.3886
3 C -0.2905 -0.2695 -2.2550
4 C 0.5568 2.1100 -1.0581
5 C 0.0396 -0.2727 -0.9129
6 C 0.5071 0.9172 -0.3958
7 C -0.0294 1.8428 2.2220
8 C -0.0782 2.0131 3.6901
9 C -0.6410 -3.5065 -0.0191
10 C 0.4355 -2.5495 -0.2733
11 N 0.0446 -1.2161 0.0366
12 Se 0.8881 0.5658 1.4010
13 H -0.4212 0.7600 -4.0702
14 H 0.1332 3.1779 -2.8594
15 H -0.7398 -1.1020 -2.9315
16 H 1.1302 3.0486 -0.6768
17 H -0.8007 2.3866 1.6542
18 H 0.8276 1.4605 4.0077
19 H -0.7794 1.4965 4.3014
20 H -0.0188 3.0715 4.0271
21 H -1.5353 -3.3748 -0.5856
22 H -0.3442 -4.5793 -0.2112
23 H -0.9107 -3.6396 1.0688
24 H 1.1893 -2.9220 0.4446
25 H 0.8398 -2.5386 -1.2301

The calculation puts the maximum force at 4.00 eV/Å. The value obtained for the HOMO energy (alpha / beta) is -5.7 / -8.2 eV. For the relative energy (zero: lowest compared OMol25 entry of this formula, charge and spin), the calculation gives 35.7 kcal per mole. For the frontier orbital gap (alpha / beta), the calculation gives 0.24389 / 0.24774 hartree. The electronic energy is -77411.47207 eV. The multiplicity is 3. Its lowest unoccupied orbital energy (alpha / beta) is 0.9 / -1.4 eV. Its expectation value of S² is 2.02.



No. 2
DFT (the ωB97M-V functional and the def2-TZVPD basis) results for C33H29BrI2N8O3S2Ti as an isolated structure.

Positions of all 79 atoms, in Å:
1 Ti 0.6663 0.0216 0.4187
2 C 0.4221 -2.6292 2.2214
3 N 0.9793 -1.2610 2.4311
4 C 0.2738 -0.6031 3.5452
5 C -1.0538 -0.0737 3.0852
6 N -0.8816 1.0211 2.0972
7 C -2.2382 1.3284 1.5770
8 C -0.3184 2.1967 2.7517
9 C -1.0955 2.9648 3.6141
10 C -0.5665 4.0733 4.2524
11 C 0.7619 4.4160 4.0355
12 C 1.5415 3.6520 3.1874
13 C 1.0143 2.5348 2.5311
14 S 2.0618 1.6213 1.4536
15 C 2.3927 -1.4374 2.7255
16 C 2.8860 -1.6075 4.0090
17 C 4.2411 -1.8458 4.2009
18 C 5.0936 -1.9290 3.1106
19 C 4.5971 -1.7629 1.8268
20 C 3.2446 -1.5115 1.6318
21 S 2.5770 -1.2281 0.0380
22 H 0.6090 -3.2320 3.1151
23 H 0.9230 -3.0831 1.3686
24 H -0.6413 -2.5846 2.0148
25 H 0.9007 0.2129 3.9073
26 H 0.1170 -1.3047 4.3712
27 H -1.6232 0.2947 3.9462
28 H -1.6431 -0.8548 2.6047
29 H -2.9783 1.2731 2.3799
30 H -2.5102 0.6104 0.8115
31 H -2.2563 2.3246 1.1518
32 H -2.1297 2.6971 3.7886
33 H -1.1865 4.6635 4.9138
34 H 1.1902 5.2797 4.5275
35 H 2.5785 3.9104 3.0135
36 H 2.2315 -1.5545 4.8683
37 H 4.6255 -1.9658 5.2051
38 H 6.1498 -2.1118 3.2593
39 H 5.2554 -1.8044 0.9687
40 I 2.1972 2.7798 -2.9946
41 C 1.6644 0.8594 -3.5801
42 C 1.8228 0.5036 -4.9339
43 C 1.4891 -0.7453 -5.3642
44 I 1.7320 -1.1806 -7.3961
45 C 0.9961 -1.7153 -4.4525
46 C 0.6266 -3.0320 -4.8110
47 C 0.1671 -3.8904 -3.8579
48 C 0.0816 -3.4364 -2.5264
49 N 0.4069 -2.2288 -2.1555
50 C 0.8521 -1.3580 -3.0899
51 C 1.1688 -0.0243 -2.6488
52 O 0.9658 0.3459 -1.3978
53 H 2.2081 1.2383 -5.6264
54 H 0.7132 -3.3439 -5.8430
55 H -0.1247 -4.9015 -4.1062
56 H -0.2769 -4.1034 -1.7473
57 Br -5.8768 -3.2782 -3.3282
58 C -4.3772 -2.1926 -2.9120
59 C -3.8894 -1.3182 -3.8716
60 C -2.7963 -0.5211 -3.5635
61 C -2.1961 -0.6083 -2.3169
62 C -2.6901 -1.4968 -1.3715
63 C -3.7945 -2.2912 -1.6633
64 C -2.0459 -1.6401 -0.0235
65 O -2.5455 -2.3308 0.8467
66 O -0.9525 -0.9477 0.1440
67 H -4.3596 -1.2650 -4.8440
68 H -2.4043 0.1645 -4.3046
69 H -1.3472 0.0105 -2.0735
70 H -4.1693 -2.9729 -0.9128
71 N -1.8785 4.1514 -3.1008
72 N -1.2331 3.7558 -1.9376
73 N -0.4965 4.5729 -1.2278
74 C -0.0224 3.7423 -0.3041
75 N -0.4847 2.4980 -0.4626
76 N -1.2563 2.5251 -1.5286
77 H -1.9270 5.1633 -3.0674
78 H -2.8131 3.7572 -3.0790
79 H 0.6551 4.0432 0.4745

The calculation puts the maximum force at 0.39 eV/Å. The value obtained for the HOMO energy is -7.8 eV. For the relative energy (zero: lowest compared OMol25 entry of this formula, charge and spin), the calculation gives 7.1 kcal per mole. For the frontier orbital gap, the calculation gives 0.27474 hartree. The electronic energy is -183787.99037 eV. Its lowest unoccupied orbital energy is -0.3 eV.



No. 3
DFT (the ωB97M-V functional and the def2-TZVPD basis) results for an isolated molecule of C5H8N2.

Positions of all 15 atoms, in Å:
1 C -0.8537 1.6765 -0.8507
2 N -1.4557 0.3847 0.9497
3 C -1.0876 -0.6429 1.6769
4 C 0.0922 -1.2188 1.1785
5 C 0.4397 -0.4628 0.0705
6 C 1.6212 -0.7298 -0.8345
7 N -0.5433 0.5045 -0.0324
8 H -1.8439 1.9672 -0.4867
9 H -0.9332 1.4653 -1.9185
10 H -0.1773 2.5133 -0.6554
11 H -1.7102 -0.8939 2.5228
12 H 0.6078 -2.0844 1.5742
13 H 1.3329 -1.2566 -1.7524
14 H 2.3332 -1.3892 -0.3186
15 H 2.1779 0.1668 -1.1236

The calculation puts the maximum force at 0.39 eV/Å. The value obtained for the HOMO energy is -9.0 eV. For the relative energy (zero: lowest compared OMol25 entry of this formula, charge and spin), the calculation gives 18.0 kcal per mole. For the frontier orbital gap, the calculation gives 0.36564 hartree. The electronic energy is -8294.21447 eV. Its SMILES is Cc1ccnn1C. Its lowest unoccupied orbital energy is 1.0 eV.